a.
C3H5N3O | the ωB97M-V functional and the def2-TZVPD basis

Each line ends with the Mulliken charge.
CARTESIAN COORDINATES (ANGSTROEM)
1 C 1.10 0.77 0.52  -0.36
2 N -0.02 0.01 0.63  -0.16
3 C -1.10 0.18 -0.26  0.55
4 N -1.96 -0.88 -0.29  -0.43
5 C 2.21 0.16 -1.07  -0.06
6 O -1.26 1.21 -0.88  -0.55
7 N 2.65 -0.48 -0.17  -0.36
8 H 0.05 -0.85 1.17  0.26
9 H -1.65 -1.81 -0.06  0.21
10 H -2.70 -0.82 -0.97  0.26
11 H 0.95 1.70 -0.01  0.29
12 H 1.73 0.81 1.39  0.36

Calculated values
HOMO level	-10.370	eV
LUMO energy	0.29	eV
HOMO-LUMO gap	10.657	eV


b.
C3H5N3O | the ωB97M-V functional and the def2-TZVPD basis

Each line ends with the Mulliken charge.
CARTESIAN COORDINATES (ANGSTROEM)
1 N -0.62 1.93 -0.06  -0.43
2 C -1.30 0.90 -0.33  0.07
3 C -1.03 -0.32 -0.87  -0.20
4 N -0.28 -1.28 -0.29  -0.13
5 C 0.90 -1.03 0.50  0.42
6 O 1.44 -2.01 0.97  -0.63
7 N 1.25 0.29 0.56  -0.53
8 H 0.58 1.34 0.22  0.39
9 H -1.05 2.68 0.46  0.23
10 H -1.55 -0.55 -1.79  0.35
11 H -0.40 -2.26 -0.56  0.25
12 H 2.05 0.32 1.19  0.19

Calculated values
HOMO level	-8.856	eV
LUMO energy	-0.12	eV
HOMO-LUMO gap	8.735	eV


Structures ranked by computed energy, the most stable listed first: a, b.


a.
C3H5N3O | the ωB97M-V functional and the def2-TZVPD basis

Each line ends with the Mulliken charge.
CARTESIAN COORDINATES (ANGSTROEM)
1 C 1.00 -1.01 0.85  -0.86
2 C -0.67 0.90 0.30  -0.48
3 C 0.30 1.97 -0.15  0.25
4 H 0.76 -2.18 1.24  0.28
5 H 1.98 -0.76 0.16  0.29
6 H 1.04 -0.54 1.89  0.36
7 H -1.36 0.98 -0.37  0.50
8 H -0.81 1.24 1.30  0.27
9 N -0.29 -0.52 0.39  0.41
10 N 1.13 2.78 -0.22  -0.39
11 N -0.89 -1.12 -0.63  -0.18
12 O -0.62 -2.24 -0.87  -0.46

Calculated values
HOMO level	-9.624	eV
LUMO energy	0.40	eV
HOMO-LUMO gap	10.021	eV


b.
C3H5N3O | the ωB97M-V functional and the def2-TZVPD basis

Each line ends with the Mulliken charge.
CARTESIAN COORDINATES (ANGSTROEM)
1 N 2.12 -0.07 -0.07  -0.52
2 C 0.72 0.00 -0.05  0.34
3 C -0.07 1.07 0.11  -0.39
4 N -1.39 0.60 0.17  -0.06
5 C -1.45 -0.74 -0.17  0.27
6 O -2.40 -1.43 -0.41  -0.57
7 N -0.08 -1.20 -0.05  -0.47
8 H 2.49 -0.89 -0.53  0.28
9 H 2.55 0.77 -0.44  0.25
10 H 0.17 2.10 0.29  0.39
11 H -2.22 1.16 0.26  0.19
12 H -0.49 -1.31 0.96  0.30

Calculated values
HOMO level	-7.913	eV
LUMO energy	0.73	eV
HOMO-LUMO gap	8.644	eV


Structures ranked by computed energy, the most stable listed first: b, a.


a.
C3H5N3O | the ωB97M-V functional and the def2-TZVPD basis

Each line ends with the Mulliken charge.
CARTESIAN COORDINATES (ANGSTROEM)
1 N 0.00 0.06 -2.11  -0.50
2 C -0.08 0.01 -0.74  0.56
3 C -1.18 0.32 0.08  -0.67
4 N -0.72 0.11 1.47  -0.53
5 C 0.56 -0.21 1.27  0.58
6 O 1.38 -0.39 2.32  -0.48
7 N 0.99 -0.31 0.01  -0.60
8 H -0.86 -0.11 -2.61  0.25
9 H 0.80 -0.43 -2.48  0.26
10 H -2.24 0.33 -0.14  0.39
11 H -0.90 1.21 0.98  0.38
12 H 2.25 -0.59 1.95  0.36

Calculated values
HOMO level	-8.234	eV
LUMO energy	0.88	eV
HOMO-LUMO gap	9.113	eV


b.
C3H5N3O | the ωB97M-V functional and the def2-TZVPD basis

Each line ends with the Mulliken charge.
CARTESIAN COORDINATES (ANGSTROEM)
1 C 1.21 0.42 0.32  -0.31
2 C -0.20 0.07 -0.03  0.24
3 C -0.87 -1.12 0.09  -0.14
4 H 1.82 -0.78 -1.15  0.33
5 H 1.47 0.22 1.40  0.22
6 H 1.47 1.46 0.05  0.23
7 H -0.33 -2.08 0.43  0.34
8 H -1.08 1.99 -0.47  0.30
9 N -2.16 -0.99 -0.06  -0.28
10 N -2.39 0.30 -0.14  -0.51
11 N -1.16 1.00 -0.11  0.08
12 O 2.22 -0.48 -0.32  -0.50

Calculated values
HOMO level	-9.697	eV
LUMO energy	0.59	eV
HOMO-LUMO gap	10.290	eV


Structures ranked by computed energy, the most stable listed first: a, b.


a.
C7H13N | the ωB97M-V functional and the def2-TZVPD basis

Each line ends with the Mulliken charge.
CARTESIAN COORDINATES (ANGSTROEM)
1 C -1.81 0.04 -1.20  -0.48
2 C -1.02 -0.71 -0.12  -1.01
3 C 0.36 -0.35 0.35  0.66
4 C 1.38 -1.16 0.09  -0.25
5 C 2.78 -0.84 0.60  -1.17
6 C -0.69 1.44 1.92  -0.76
7 C 0.20 0.91 1.08  -0.12
8 N -1.00 0.49 -2.31  -0.58
9 H -2.55 -0.64 -1.67  0.34
10 H -2.54 0.81 -0.83  0.29
11 H -1.64 -0.92 0.76  0.39
12 H -0.94 -1.69 -0.63  0.29
13 H 1.16 -2.09 -0.42  0.35
14 H 2.97 0.21 0.35  0.29
15 H 2.96 -0.98 1.66  0.28
16 H 3.60 -1.40 0.12  0.35
17 H -1.61 0.96 2.21  0.25
18 H -0.67 2.45 2.29  0.26
19 H 0.95 1.68 0.77  0.17
20 H -1.49 1.06 -2.99  0.25
21 H -0.32 1.19 -1.99  0.21

Calculated values
HOMO level	-8.902	eV
LUMO energy	1.06	eV
HOMO-LUMO gap	9.959	eV


b.
C7H13N | the ωB97M-V functional and the def2-TZVPD basis

Each line ends with the Mulliken charge.
CARTESIAN COORDINATES (ANGSTROEM)
1 C -0.88 0.98 -1.03  -1.01
2 C 0.98 -0.59 2.15  -1.30
3 C 0.39 1.81 -1.16  -0.90
4 C 0.38 -0.79 0.78  0.54
5 C -0.90 -0.30 0.51  0.45
6 N 0.57 -1.34 -1.51  -0.49
7 C 1.12 -1.29 -0.28  -0.37
8 C -2.13 -0.55 0.91  -1.05
9 H -0.20 -0.46 -1.57  0.17
10 H 1.23 -1.41 -2.27  0.29
11 H 2.18 -1.49 -0.16  0.33
12 H -1.63 1.56 -0.50  0.46
13 H -1.39 0.79 -1.98  0.44
14 H 1.00 0.46 2.43  0.27
15 H 2.00 -0.97 2.18  0.39
16 H 0.40 -1.12 2.91  0.31
17 H -2.98 0.02 0.57  0.27
18 H -2.33 -1.37 1.59  0.30
19 H 1.04 1.43 -1.94  0.29
20 H 0.99 1.76 -0.25  0.26
21 H 0.17 2.87 -1.35  0.34

Calculated values
HOMO level	-7.502	eV
LUMO energy	1.03	eV
HOMO-LUMO gap	8.535	eV


Structures ranked by computed energy, the most stable listed first: a, b.


a.
C5H12NO | the ωB97M-V functional and the def2-TZVPD basis

Each line ends with the Mulliken charge.
CARTESIAN COORDINATES (ANGSTROEM)
1 C -0.68 2.07 -0.35  -1.03
2 C -1.28 0.78 0.21  -0.63
3 C -0.68 -0.32 -0.55  0.52
4 C -1.22 -0.98 -1.55  -1.00
5 C 1.25 -1.80 -0.09  -0.78
6 N 0.68 -0.56 -0.25  -0.04
7 H -0.43 1.97 -1.40  0.36
8 H -1.50 2.71 -0.34  0.36
9 H 0.34 2.21 0.07  0.28
10 H -1.26 0.60 1.36  0.23
11 H -2.35 0.71 -0.03  0.35
12 H -2.12 -0.76 -2.00  0.36
13 H -0.70 -1.90 -1.92  0.21
14 H 2.33 -1.83 0.01  0.28
15 H 0.80 -2.81 -0.31  0.31
16 H 1.15 0.27 0.22  0.28
17 H 1.87 0.04 2.68  0.26
18 H 1.18 1.32 1.98  0.29
19 O 1.44 0.37 1.93  -0.60

Calculated values
HOMO level (alpha / beta)	-5.633 / -8.326	eV
LUMO energy (alpha / beta)	0.55 / 0.53	eV
HOMO-LUMO gap (alpha / beta)	6.183 / 8.857	eV
2S+1	2


b.
C5H12NO | the ωB97M-V functional and the def2-TZVPD basis

Each line ends with the Mulliken charge.
CARTESIAN COORDINATES (ANGSTROEM)
1 C 1.00 -1.85 1.05  -1.03
2 C 1.57 -0.87 0.04  -0.91
3 C 0.54 -0.08 -0.76  0.77
4 C 0.41 -0.43 -2.05  -1.14
5 C 0.38 1.60 1.00  -0.69
6 N 0.18 1.17 -0.29  -0.11
7 H 1.59 -2.70 1.36  0.36
8 H 0.52 -1.36 1.91  0.29
9 H 0.01 -2.15 0.64  0.33
10 H 2.23 -0.13 0.50  0.42
11 H 2.26 -1.35 -0.65  0.35
12 H 0.76 -1.38 -2.37  0.28
13 H -0.12 0.16 -2.80  0.29
14 H -0.19 2.43 1.36  0.28
15 H 1.19 1.21 1.59  0.28
16 H -0.55 1.56 -0.87  0.23
17 H -4.59 1.06 0.38  0.31
18 H -3.52 2.01 -0.12  0.31
19 O -3.67 1.08 0.09  -0.62

Calculated values
HOMO level (alpha / beta)	-6.168 / -8.444	eV
LUMO energy (alpha / beta)	0.67 / 0.66	eV
HOMO-LUMO gap (alpha / beta)	6.835 / 9.100	eV
2S+1	2


Structures ranked by computed energy, the most stable listed first: b, a.


a.
C7H11NO | the ωB97M-V functional and the def2-TZVPD basis

Each line ends with the Mulliken charge.
CARTESIAN COORDINATES (ANGSTROEM)
1 N 0.28 1.24 2.65  -0.64
2 C -0.18 0.92 1.30  -0.77
3 H -0.52 1.47 3.25  0.24
4 H 0.73 0.43 3.08  0.22
5 H -0.67 1.81 0.87  0.29
6 H -0.89 0.08 1.25  0.34
7 H 0.70 0.67 0.68  0.28
8 O 1.48 3.49 2.16  -0.61
9 C 5.17 2.98 0.30  -0.52
10 C 4.61 4.25 0.46  -0.32
11 C 4.48 1.87 0.77  -0.55
12 C 3.37 4.41 1.09  -0.47
13 C 3.24 2.01 1.40  -0.22
14 C 2.69 3.28 1.55  0.62
15 H 1.11 2.62 2.44  0.49
16 H 6.14 2.87 -0.19  0.34
17 H 5.14 5.14 0.10  0.33
18 H 4.91 0.86 0.65  0.32
19 H 2.92 5.40 1.22  0.36
20 H 2.70 1.13 1.77  0.27

Calculated values
HOMO level	-8.070	eV
LUMO energy	0.77	eV
HOMO-LUMO gap	8.845	eV


b.
C7H11NO | the ωB97M-V functional and the def2-TZVPD basis

Each line ends with the Mulliken charge.
CARTESIAN COORDINATES (ANGSTROEM)
1 C -0.93 2.42 0.10  -1.29
2 C 1.35 -0.26 -1.37  -1.27
3 C -1.06 -1.09 -0.10  0.13
4 C -0.69 0.99 0.39  0.87
5 C 1.08 -0.69 0.06  0.87
6 C -1.73 -2.16 0.28  -0.96
7 C 0.52 0.45 1.01  -0.66
8 O -1.65 0.17 0.08  -0.32
9 N 1.78 -1.57 0.68  -0.85
10 H 2.40 -2.06 0.03  0.26
11 H -0.06 2.85 -0.42  0.34
12 H -1.05 2.98 1.03  0.33
13 H -1.82 2.55 -0.51  0.35
14 H 1.59 -1.14 -1.98  0.42
15 H 2.21 0.42 -1.40  0.31
16 H 0.50 0.24 -1.84  0.30
17 H -1.31 -3.14 0.12  0.24
18 H -2.72 -2.11 0.73  0.27
19 H 1.28 1.22 1.17  0.33
20 H 0.33 -0.07 1.95  0.32

Calculated values
HOMO level (alpha / beta)	-7.427 / -7.425	eV
LUMO energy (alpha / beta)	-0.47 / -0.47	eV
HOMO-LUMO gap (alpha / beta)	6.955 / 6.951	eV


c.
C7H11NO | the ωB97M-V functional and the def2-TZVPD basis

Each line ends with the Mulliken charge.
CARTESIAN COORDINATES (ANGSTROEM)
1 N 0.04 -2.01 2.36  -0.52
2 C 0.85 -1.43 1.28  -0.74
3 H 0.44 -2.90 2.67  0.22
4 H 0.06 -1.40 3.19  0.22
5 H 0.81 -2.12 0.42  0.28
6 H 1.91 -1.26 1.55  0.30
7 H 0.40 -0.47 0.99  0.26
8 O -3.57 -2.47 0.40  -0.53
9 C -5.89 0.88 -0.44  -0.51
10 C -6.20 -0.37 -0.99  -0.32
11 C -4.79 1.01 0.40  -0.42
12 C -5.41 -1.48 -0.70  -0.47
13 C -4.00 -0.10 0.70  -0.40
14 C -4.31 -1.34 0.15  0.75
15 H -2.83 -2.23 1.01  0.25
16 H -6.52 1.75 -0.68  0.33
17 H -7.06 -0.48 -1.66  0.33
18 H -4.54 1.98 0.84  0.32
19 H -5.64 -2.47 -1.12  0.36
20 H -3.14 0.00 1.37  0.28

Calculated values
HOMO level	-8.469	eV
LUMO energy	0.85	eV
HOMO-LUMO gap	9.321	eV


Structures ranked by computed energy, the most stable listed first: a, c, b.